# C43H53BF41O10

A cluster of 5 separate species, C43H53BF41O10 in total at a distorted geometry (ωB97M-V/def2-TZVPD, the OMol25 dataset).

Properties
highest occupied orbital energy = -0.1957 Ha

ORCA input file:
```
! RIJCOSX wB97M-V def2-TZVPD def2/J DEFGRID3
* xyz -1 1
C 3.00 2.59 0.40
C 2.17 1.38 -0.32
O 0.80 1.33 0.12
C 0.42 -0.04 0.49
C -1.14 -0.23 0.19
O -1.69 -1.47 0.67
B -1.88 -2.45 -0.41
C -2.97 -2.09 -1.63
C -4.11 -1.05 -1.15
C -5.61 -1.58 -1.43
C -6.67 -0.79 -0.51
F -6.63 0.60 -0.83
F -6.39 -0.91 0.89
C -8.19 -1.29 -0.70
F -8.34 -2.02 -1.89
F -8.54 -2.05 0.45
F -9.04 -0.14 -0.65
O -2.40 -3.79 0.03
C -1.50 -4.85 -0.41
C -0.05 -4.10 -0.30
C 0.92 -4.57 -1.48
C 2.21 -3.59 -1.68
C 2.53 -3.33 -3.25
C 4.04 -3.81 -3.60
C 5.13 -2.64 -3.39
C 5.87 -2.72 -1.94
C 7.26 -1.90 -1.96
C 8.26 -2.32 -0.76
O 7.77 -3.42 0.06
C 7.33 -2.98 1.34
C 6.59 -1.60 1.64
O 7.52 -3.77 2.31
C 0.42 -4.20 1.23
F 0.69 -2.88 1.73
F -0.59 -4.72 2.11
C 1.72 -5.09 1.50
F 1.66 -6.39 0.91
F 2.95 -4.41 1.21
O -0.50 -2.81 -0.80
H 4.06 2.21 0.62
H 2.45 2.79 1.39
H 3.05 3.53 -0.25
H 2.78 0.43 -0.09
H 2.24 1.54 -1.46
H 0.68 -0.29 1.58
H 0.98 -0.72 -0.26
H -1.70 0.61 0.75
H -1.30 -0.03 -0.92
H -3.42 -3.07 -2.02
H -2.41 -1.61 -2.52
H -4.06 -0.77 -0.05
H -3.96 -0.07 -1.74
H -5.73 -2.71 -1.33
H -5.89 -1.31 -2.51
H -1.61 -5.86 0.12
H -1.83 -5.03 -1.50
H 1.23 -5.67 -1.44
H 0.32 -4.44 -2.45
H 2.08 -2.59 -1.15
H 3.13 -4.17 -1.28
H 2.54 -2.19 -3.43
H 1.76 -3.81 -3.93
H 4.13 -4.13 -4.70
H 4.37 -4.71 -2.98
H 4.65 -1.60 -3.52
H 5.96 -2.79 -4.17
H 6.00 -3.83 -1.72
H 5.20 -2.20 -1.16
H 7.77 -2.15 -2.97
H 7.07 -0.77 -1.96
H 9.21 -2.71 -1.29
H 8.62 -1.41 -0.15
H 7.37 -0.75 1.61
H 6.22 -1.66 2.72
H 5.72 -1.42 0.94
H 1.76 -5.28 2.64
C -1.14 7.50 -1.28
C -0.54 6.17 -1.76
C 0.18 5.34 -0.70
F 1.25 5.98 -0.18
F 0.66 4.19 -1.25
F 0.27 6.41 -2.83
F -1.58 5.42 -2.24
O -0.37 8.68 -1.53
C 0.62 8.99 -0.57
C 2.04 8.95 -1.16
F 2.33 7.73 -1.66
F 2.96 9.21 -0.20
F 0.47 8.19 0.50
F 0.35 10.25 -0.15
H -2.05 7.65 -1.87
H -1.49 7.46 -0.25
H -0.49 5.06 0.11
H 2.15 9.68 -1.96
C -3.99 7.20 4.89
C -2.78 6.27 4.65
C -1.66 6.85 3.79
F -2.07 7.16 2.54
F -0.66 5.95 3.65
F -3.22 5.10 4.14
F -2.25 5.98 5.87
O -5.14 6.99 4.06
C -5.16 7.64 2.81
C -5.18 6.65 1.64
F -4.10 5.84 1.65
F -5.16 7.31 0.45
F -4.15 8.52 2.73
F -6.30 8.38 2.79
H -4.35 6.96 5.90
H -3.71 8.25 4.94
H -1.23 7.75 4.24
H -6.07 6.02 1.67
C -11.96 0.55 1.38
C -12.70 0.95 0.09
C -13.52 2.24 0.15
F -14.51 2.18 1.06
F -14.12 2.48 -1.04
F -13.47 -0.09 -0.32
F -11.75 1.12 -0.87
O -12.59 -0.43 2.22
C -13.55 0.02 3.15
C -14.95 -0.54 2.87
F -15.39 -0.19 1.64
F -15.85 -0.06 3.76
F -13.53 1.37 3.21
F -13.13 -0.41 4.36
H -11.04 0.07 1.06
H -11.63 1.42 1.96
H -12.88 3.10 0.39
H -14.95 -1.63 2.93
C 11.96 -7.03 0.10
C 12.57 -5.66 0.49
C 11.80 -4.43 0.03
F 11.71 -4.35 -1.31
F 12.44 -3.30 0.43
F 13.86 -5.63 0.06
F 12.63 -5.63 1.85
O 12.50 -7.68 -1.05
C 11.98 -7.32 -2.32
C 13.03 -6.68 -3.22
F 13.55 -5.56 -2.67
F 12.48 -6.31 -4.41
F 10.89 -6.55 -2.15
F 11.54 -8.47 -2.88
H 12.19 -7.71 0.92
H 10.86 -7.00 0.07
H 10.79 -4.41 0.45
H 13.85 -7.37 -3.42
*
```

Atom charges from the Löwdin analysis, given in e for atoms 1 to 99:
1 C -0.0925
2 C -0.2768
3 O -0.2050
4 C -0.1524
5 C -0.1853
6 O -0.0234
7 B -0.9500
8 C -0.0667
9 C -0.1792
10 C -0.0832
11 C -0.2936
12 F 0.0300
13 F 0.0447
14 C -0.3148
15 F 0.0977
16 F 0.0729
17 F 0.0563
18 O -0.0536
19 C -0.0948
20 C -0.2656
21 C -0.0962
22 C -0.1612
23 C -0.1757
24 C -0.2129
25 C -0.2082
26 C -0.2013
27 C -0.1601
28 C -0.1871
29 O -0.0764
30 C -0.3996
31 C 0.0038
32 O 0.0321
33 C -0.2177
34 F 0.0509
35 F 0.0391
36 C -0.1556
37 F 0.0017
38 F 0.0011
39 O 0.0095
40 H 0.0637
41 H 0.0850
42 H 0.0545
43 H 0.1049
44 H 0.1216
45 H 0.1336
46 H 0.1110
47 H 0.1324
48 H 0.1308
49 H 0.1013
50 H 0.0980
51 H 0.1131
52 H 0.1166
53 H 0.1357
54 H 0.1303
55 H 0.1245
56 H 0.1327
57 H 0.1168
58 H 0.1182
59 H 0.1017
60 H 0.0905
61 H 0.1012
62 H 0.1008
63 H 0.1006
64 H 0.0980
65 H 0.1130
66 H 0.1004
67 H 0.1145
68 H 0.1055
69 H 0.1058
70 H 0.1181
71 H 0.1214
72 H 0.1242
73 H 0.0930
74 H 0.0977
75 H 0.0813
76 H 0.1730
77 C -0.0426
78 C -0.4292
79 C -0.2896
80 F 0.0828
81 F 0.0962
82 F 0.1238
83 F 0.1089
84 O 0.0348
85 C -0.5035
86 C -0.2772
87 F 0.0988
88 F 0.0926
89 F 0.1289
90 F 0.1375
91 H 0.1492
92 H 0.1338
93 H 0.1783
94 H 0.1742
95 C -0.0438
96 C -0.4360
97 C -0.2981
98 F 0.0811
99 F 0.0972

# C43H53BrN3O5PPbS3

A structure of composition C43H53BrN3O5PPbS3 (ωB97M-V/def2-TZVPD, the OMol25 dataset).

Properties
highest occupied orbital energy = -0.4495 Ha

ORCA input file:
```
! RIJCOSX wB97M-V def2-TZVPD def2/J DEFGRID3
* xyz 2 1
Pb -0.22 1.16 0.69
O 1.74 -1.51 -5.92
C 2.15 -1.28 -4.67
O 3.25 -1.60 -4.33
C 1.18 -0.62 -3.74
C -0.12 -0.25 -4.00
N -0.60 0.32 -2.87
N 0.28 0.35 -1.89
C 1.37 -0.23 -2.38
C 2.46 -0.42 -1.45
O 3.58 -0.94 -1.76
O 2.29 -0.10 -0.22
H 0.85 -1.19 -6.11
H -0.74 -0.33 -4.87
H -1.52 0.69 -2.71
C -4.91 -5.65 -0.40
C -5.17 -4.14 -0.52
C -6.22 -3.74 0.52
C -5.71 -3.85 -1.93
C -3.90 -3.33 -0.30
C -3.96 -1.94 -0.30
C -2.79 -1.24 -0.07
Br -2.93 0.69 -0.12
C -1.52 -1.78 0.18
O -0.48 -1.03 0.49
C -1.45 -3.19 0.06
C -2.64 -3.90 -0.14
C -0.16 -4.02 0.11
C -0.08 -4.92 -1.13
C 1.13 -3.18 0.10
C -0.15 -4.89 1.37
H -5.85 -6.18 -0.53
H -4.51 -5.91 0.58
H -4.23 -6.01 -1.17
H -7.13 -4.33 0.38
H -6.50 -2.69 0.44
H -5.86 -3.92 1.53
H -6.61 -4.45 -2.12
H -4.97 -4.11 -2.69
H -5.98 -2.80 -2.05
H -4.89 -1.41 -0.46
H -2.57 -4.97 -0.17
H -0.10 -4.32 -2.05
H -0.90 -5.63 -1.18
H 0.84 -5.49 -1.12
H 1.17 -2.55 -0.79
H 1.99 -3.86 0.08
H 1.20 -2.54 0.98
H -1.01 -5.56 1.39
H -0.18 -4.28 2.27
H 0.75 -5.51 1.40
C 2.40 3.99 -3.53
C 3.27 3.43 -2.42
S 2.48 3.01 -0.84
C 1.86 4.58 -0.22
C 0.56 5.14 -0.82
S -0.77 3.93 -1.00
C -1.39 4.22 -2.68
C -0.40 4.29 -3.84
S 0.90 3.02 -3.90
H 3.00 4.03 -4.44
H 2.10 5.01 -3.31
H 4.08 4.13 -2.22
H 3.74 2.50 -2.74
H 2.64 5.33 -0.33
H 1.73 4.42 0.85
H 0.74 5.57 -1.80
H 0.21 5.95 -0.18
H -1.97 5.14 -2.67
H -2.10 3.41 -2.84
H 0.08 5.27 -3.89
H -0.97 4.19 -4.76
C 3.96 1.77 4.03
P 2.82 1.45 2.62
C 3.93 0.57 1.45
C 3.49 -0.55 0.57
C 4.44 -1.04 -0.54
C 5.68 -0.26 -0.75
C 6.01 0.69 0.11
C 5.14 1.10 1.22
C 1.63 0.29 3.42
C 0.68 0.98 4.19
C -0.34 0.32 4.85
C -0.46 -1.05 4.74
C 0.47 -1.76 3.99
C 1.51 -1.10 3.34
H 4.52 0.88 4.30
H 3.35 2.09 4.88
H 4.64 2.59 3.79
H 3.12 -1.40 1.14
H 4.63 -2.11 -0.45
H 6.31 -0.55 -1.58
H 6.95 1.22 0.00
H 5.50 1.91 1.84
H 0.76 2.06 4.28
H -1.04 0.89 5.44
H -1.26 -1.58 5.24
H 0.39 -2.83 3.91
H 2.22 -1.71 2.81
C -2.24 5.46 3.48
C -3.17 4.62 2.89
C -2.72 3.47 2.26
N -1.43 3.13 2.21
C -0.54 3.95 2.78
C -0.90 5.12 3.43
H -2.56 6.36 3.98
H -4.23 4.84 2.91
H -3.42 2.79 1.79
H 0.50 3.66 2.71
H -0.14 5.75 3.88
*
```

Atom charges from the Löwdin analysis, given in e for atoms 1 to 99:
1 Pb 1.2415
2 O 0.1631
3 C -0.4597
4 O 0.1647
5 C -0.0251
6 C 0.0019
7 N 0.0494
8 N 0.0652
9 C -0.1297
10 C -0.2805
11 O 0.1741
12 O 0.0009
13 H 0.1100
14 H 0.1505
15 H 0.1386
16 C -0.0572
17 C -0.5582
18 C -0.0409
19 C -0.0402
20 C -0.1592
21 C -0.0806
22 C -0.4926
23 Br 0.8308
24 C -0.3880
25 O -0.3884
26 C -0.0733
27 C 0.0301
28 C -0.5129
29 C -0.0364
30 C -0.0504
31 C -0.0225
32 H 0.0928
33 H 0.0926
34 H 0.0879
35 H 0.0918
36 H 0.0771
37 H 0.0941
38 H 0.0919
39 H 0.0906
40 H 0.0791
41 H 0.1076
42 H 0.0973
43 H 0.0902
44 H 0.0809
45 H 0.0917
46 H 0.0777
47 H 0.0981
48 H 0.0530
49 H 0.0891
50 H 0.0705
51 H 0.0945
52 C -0.4974
53 C -0.5106
54 S 0.8022
55 C -0.5037
56 C -0.4782
57 S 0.7651
58 C -0.5138
59 C -0.5110
60 S 0.8841
61 H 0.0830
62 H 0.0668
63 H 0.0881
64 H 0.0707
65 H 0.0940
66 H 0.0459
67 H 0.0581
68 H 0.0852
69 H 0.0872
70 H 0.0640
71 H 0.0751
72 H 0.0788
73 C -0.2428
74 P 0.9899
75 C -0.3203
76 C -0.1271
77 C -0.0977
78 C 0.0022
79 C -0.0215
80 C -0.0678
81 C -0.4208
82 C -0.1561
83 C -0.0583
84 C -0.0501
85 C -0.0574
86 C -0.0879
87 H 0.0624
88 H 0.0476
89 H 0.0396
90 H 0.1260
91 H 0.1791
92 H 0.1344
93 H 0.1240
94 H 0.1069
95 H 0.0832
96 H 0.1167
97 H 0.1172
98 H 0.1023
99 H 0.0900

# C43H53ClN8O4P2STl

A structure of composition C43H53ClN8O4P2STl at a distorted geometry (ωB97M-V/def2-TZVPD, the OMol25 dataset).

Properties
highest occupied orbital energy = -0.1545 Ha

ORCA input file:
```
! RIJCOSX wB97M-V def2-TZVPD def2/J DEFGRID3
* xyz -1 1
Tl -0.21 0.92 -0.31
O -6.35 -0.06 0.37
C -5.82 -0.41 1.52
O -6.44 -0.96 2.38
C -4.31 -0.19 1.74
C -3.60 -0.48 2.91
Cl -4.17 -1.01 4.42
N -2.29 -0.13 2.68
N -2.14 0.45 1.43
C -3.37 0.43 0.88
C -3.41 1.16 -0.42
O -4.56 1.34 -0.92
O -2.35 1.65 -0.87
C -1.21 -0.04 3.64
C -0.55 1.17 3.78
C 0.55 1.26 4.56
C 1.02 0.15 5.26
C 0.33 -1.06 5.20
C -0.79 -1.16 4.39
H -5.70 0.54 -0.15
H -0.83 2.14 3.24
H 1.14 2.18 4.51
H 1.91 0.24 5.88
H 0.67 -2.02 5.69
H -1.21 -2.14 4.34
C 2.48 0.93 -3.24
C 1.30 1.40 -4.04
C 1.59 1.27 -5.59
P -0.22 0.41 -3.38
C -1.62 0.55 -4.63
C -1.61 -0.44 -5.88
C -2.97 0.32 -3.80
C 0.32 -1.32 -3.31
C 1.13 -1.77 -4.40
C 1.94 -2.87 -4.36
C 2.57 -3.31 -5.61
C 2.00 -3.53 -3.13
C 1.30 -3.15 -2.04
C 0.42 -2.01 -2.04
N -0.33 -1.55 -0.91
C -0.72 -2.37 0.10
C -2.09 -2.73 0.13
C -2.90 -2.36 -1.09
C -2.67 -3.39 1.17
C -1.88 -3.87 2.27
C -2.40 -4.51 3.54
C -0.55 -3.54 2.21
C 0.04 -2.79 1.20
C 1.44 -2.27 1.34
H 3.32 1.58 -3.38
H 2.80 -0.14 -3.50
H 2.39 0.94 -2.13
H 1.01 2.44 -3.85
H 1.80 0.22 -5.78
H 2.50 2.00 -5.78
H 0.74 1.56 -6.21
H -1.69 1.56 -5.03
H -1.26 -1.51 -5.57
H -0.97 -0.13 -6.71
H -2.60 -0.45 -6.34
H -2.92 -0.60 -3.15
H -3.83 0.22 -4.58
H -3.08 1.11 -3.07
H 1.00 -1.37 -5.40
H 2.08 -2.86 -6.47
H 2.48 -4.42 -5.69
H 3.65 -3.10 -5.78
H 2.74 -4.34 -2.98
H 1.39 -3.83 -1.20
H -3.42 -1.38 -0.98
H -3.75 -3.05 -1.26
H -2.31 -2.31 -1.96
H -3.76 -3.62 1.14
H -1.37 -4.73 4.05
H -3.08 -5.37 3.42
H -2.94 -3.69 4.04
H 0.26 -3.90 2.93
H 1.62 -1.98 2.37
H 1.57 -1.50 0.61
H 2.20 -3.03 1.06
S -0.38 4.71 2.13
C -2.03 4.28 2.08
N -2.74 4.25 0.82
C -4.04 3.95 0.70
C -4.78 3.70 1.81
C -4.03 3.66 3.07
N -2.74 3.92 3.17
H -2.16 4.22 -0.05
H -4.28 3.91 -0.30
H -5.78 3.44 1.68
H -4.56 3.28 3.95
C 3.28 2.84 2.39
N 3.97 3.19 1.19
C 5.35 3.23 1.42
N 5.94 1.94 1.95
C 5.24 1.64 3.23
N 3.78 1.61 3.04
C 3.41 0.46 2.22
P 4.05 0.54 0.50
C 3.64 2.35 0.09
C 5.82 0.90 0.93
H 2.26 2.73 2.11
H 3.45 3.62 3.14
H 5.64 3.96 2.17
H 5.81 3.37 0.42
H 5.58 2.34 3.97
H 5.62 0.62 3.50
H 2.31 0.46 2.13
H 3.59 -0.57 2.72
H 2.61 2.36 -0.24
H 4.22 2.64 -0.76
H 6.38 1.13 0.03
H 6.19 -0.02 1.27
*
```

Atom charges from the Löwdin analysis, given in e for atoms 1 to 99:
1 Tl 0.7047
2 O 0.1032
3 C -0.5166
4 O 0.0668
5 C -0.0463
6 C -0.5743
7 Cl 0.8045
8 N -0.0257
9 N 0.1039
10 C -0.1597
11 C -0.6187
12 O -0.0069
13 O -0.2219
14 C -0.1788
15 C -0.0395
16 C -0.0942
17 C -0.0851
18 C -0.0834
19 C -0.0348
20 H 0.0724
21 H 0.0899
22 H 0.1099
23 H 0.1020
24 H 0.1249
25 H 0.0746
26 C -0.1666
27 C -0.5185
28 C -0.1064
29 P 1.0184
30 C -0.5018
31 C -0.1226
32 C -0.1228
33 C -0.3071
34 C -0.1307
35 C -0.3296
36 C -0.0774
37 C -0.0671
38 C -0.0270
39 C -0.2371
40 N -0.0880
41 C -0.2985
42 C -0.2036
43 C -0.0263
44 C -0.0144
45 C -0.3009
46 C -0.0623
47 C -0.0802
48 C -0.2163
49 C -0.0608
50 H 0.0575
51 H 0.1075
52 H 0.0208
53 H 0.0924
54 H 0.0346
55 H 0.1062
56 H 0.0460
57 H 0.0890
58 H 0.0950
59 H 0.0430
60 H 0.0457
61 H 0.0614
62 H 0.0995
63 H 0.0287
64 H 0.0795
65 H 0.0675
66 H 0.0870
67 H 0.0796
68 H 0.1175
69 H 0.1052
70 H 0.0719
71 H 0.0908
72 H 0.0430
73 H 0.1284
74 H 0.0989
75 H 0.0728
76 H 0.0395
77 H 0.1365
78 H 0.0598
79 H 0.0205
80 H 0.0911
81 S 0.5348
82 C -0.8321
83 N 0.0809
84 C -0.1009
85 C -0.0196
86 C -0.0712
87 N 0.0428
88 H 0.1525
89 H 0.1101
90 H 0.0866
91 H 0.1112
92 C -0.1953
93 N -0.1813
94 C -0.2046
95 N -0.1562
96 C -0.1739
97 N -0.1466
98 C -0.3858
99 P 1.0121

> Among the records above, which one has the highest highest occupied orbital energy?

C43H53ClN8O4P2STl

> Which of these has the lowest highest occupied orbital energy?

C43H53BrN3O5PPbS3

> Look up the highest occupied orbital energy of the second one.

-0.4495 Ha

> Look up the highest occupied orbital energy of the first one.

-0.1957 Ha